Formula: C42H58BF7N7O4Si
Source: OMol25
Level of theory: ωB97M-V with the def2-TZVPD basis set

```
120
Properties=species:S:1:pos:R:3
C 0.6846 -3.3811 1.0830
C 2.1480 -5.0623 0.7770
C -1.7009 -1.2043 -3.8341
H 1.6075 -3.0450 -5.6578
C 10.7621 -2.8121 -4.8056
Si -0.4129 0.7549 4.0039
O -1.4267 -0.1831 3.0696
C 2.6308 -5.1029 7.0061
C -1.6905 0.2410 -3.2633
C -1.3363 5.0488 -0.8354
H -5.4275 8.6912 -1.1734
B -0.7333 1.0502 -0.6686
C 11.6316 -2.9770 -5.8517
N 9.4909 -2.9593 -5.2871
C 0.8355 1.0812 -1.2120
H -6.5383 2.3449 0.3869
H -8.0726 4.0154 1.8821
C 1.4261 -6.9282 6.4856
C 1.4098 -4.3362 1.7490
N 2.0244 -4.9122 5.7950
F -2.8375 0.7953 -3.7403
C 9.5369 -3.2233 -6.6273
H 2.1083 -4.0865 5.2284
H -4.5664 6.4472 -1.8914
C -1.7713 0.3065 -1.6956
C -1.3005 2.5748 -0.4066
C -4.7110 8.5580 -1.9674
H 1.3001 -1.1043 4.1910
H 10.9379 -2.6025 -3.7639
C -1.0923 0.7316 5.7931
H 2.1837 -4.7773 -1.4368
H -2.4001 2.5797 -0.5164
H 0.7263 -6.0580 4.5533
C -0.7543 3.6745 -1.3043
C 1.2858 -6.0166 5.4729
C 4.1349 -2.4396 -4.9441
C 0.7282 -1.7363 -4.5968
H 12.7061 -2.9175 -5.7932
C 2.2809 -6.3473 7.4605
H 11.2162 -3.4168 -8.0086
H 0.2210 3.1446 4.2785
H -1.1008 2.8677 0.6304
F -0.6937 0.9135 -3.8335
H 1.4102 -4.4964 2.8147
H -2.5959 9.1411 -4.4197
H 8.6322 -3.3757 -7.1914
C -4.4215 -1.4836 5.8767
N -6.7370 5.3890 -0.7477
O 1.5219 -0.8923 -4.4759
H -2.1841 5.3330 -1.4624
H 1.4312 1.5773 -0.4254
O 0.7428 -2.6137 -5.6321
H 6.4939 -4.5109 -5.8021
H 4.8235 -1.6062 -3.0513
H 3.2567 -4.3402 7.4376
F 0.0692 -1.8419 -2.3285
H -4.6492 0.5868 5.5231
C -4.9225 -2.2827 6.8695
H 0.9666 -7.9021 6.5240
H 1.2727 0.0803 -1.3248
H -6.1049 0.7301 7.5563
F -2.7668 -1.8687 -3.4987
H 0.5677 -2.9203 -0.9769
C 4.9850 -2.2676 -3.8864
C -0.6459 0.1258 0.7167
H -0.7368 -0.9122 0.3574
H -0.5788 5.8312 -0.7480
H 1.8819 0.2910 3.2173
C 10.8527 -3.2380 -7.0099
C -1.7484 0.3313 1.7413
N 4.6989 -3.3603 -5.7929
H -4.2112 10.5363 -2.7393
F -0.7173 -3.2981 -3.6943
C -7.5420 4.2605 0.9767
C 5.8951 -3.7807 -5.2828
H -1.1635 2.9527 3.2182
H -0.5545 1.5219 6.3238
O -2.7442 -0.2353 -1.2673
C 1.8448 -4.5226 -0.4461
H -4.7479 -3.3410 6.9734
H 4.2962 -3.6770 -6.6565
C -7.5229 5.4875 0.3691
H -7.9966 6.4181 0.6330
H 0.9852 1.6745 -2.1230
H 0.4157 2.6173 2.5385
C -6.2598 4.1087 -0.8631
H 2.6013 -6.7916 8.3887
H 0.0011 -2.6291 1.4425
F -1.7663 -1.0723 -5.1885
H 2.8221 -5.8848 0.9547
N 0.9586 -3.4996 -0.2489
C -3.2363 8.7373 -3.6530
H -6.5438 6.1404 -1.3851
C -4.0810 9.4671 -2.7742
C -5.7053 -1.4584 7.7212
C -3.3812 7.4102 -3.3500
H 3.1834 -1.9884 -5.1651
H -6.2452 -1.7644 8.6025
H -5.6215 3.8249 -1.6841
C -0.1718 2.5413 3.4561
H -2.1620 0.9390 5.7148
C -0.4045 -1.9905 -3.5662
C -5.6528 -0.1865 7.2163
N -4.2763 7.3077 -2.3210
H -2.9259 6.5309 -3.7745
H 8.6502 -2.8854 -4.7401
H 0.3737 0.2029 1.1192
H -0.9070 -0.2503 6.2298
N -4.8663 -0.2088 6.0959
H 0.3266 3.7729 -1.1734
H -3.7873 -1.7105 5.0352
C -6.7394 3.3859 0.1948
H -2.1139 1.3591 1.8503
C 1.3261 -0.0171 4.1105
H -2.6120 -0.2547 1.4146
H -1.7546 4.8948 0.1639
H 1.8329 0.4687 4.9540
F -1.1265 3.5403 -2.6370
H 6.9600 -3.2314 -3.4562
C 6.1022 -3.1178 -4.1004
```

Calculated values
E_tot = -90693.617 eV
LUMO energy = 1.8125 eV
charge = -1
orbital gap = 0.2757 hartree

***

Formula: C42H58BI2N6PS2Si4Sn
Source: OMol25
Level of theory: ωB97M-V with the def2-TZVPD basis set

```
117
Properties=species:S:1:pos:R:3
C -2.5404 -5.5689 2.0476
H 3.0190 4.9792 -4.0463
H 4.2180 -1.9885 -3.9057
H -1.6706 -5.2991 0.1159
Si 3.4668 1.9611 0.0529
C 0.4076 4.4213 -1.4770
C 3.5903 -1.6859 -3.0489
Si 1.4192 3.6134 -2.8716
C -1.9736 -5.1270 -4.0591
H -2.1790 -3.4096 4.6550
C -1.6970 5.8991 2.1142
H -2.7049 -1.0620 4.9987
C 0.1202 -3.8229 -1.1666
H -4.9835 4.9807 -0.0401
C -2.0182 -3.8847 3.6896
C -5.1138 -0.3162 2.1144
N -2.9736 5.1851 0.4493
C 5.1569 1.2854 -0.1882
C 3.4666 3.7664 0.4821
C -2.8964 3.1761 4.2787
I -1.3330 -0.6101 -2.2731
H 3.0859 5.3170 -2.3460
C -2.6835 -5.0496 3.3412
C 1.6450 -2.8314 0.9491
H 4.2623 3.8744 1.2576
C -1.5740 -2.6565 -2.8091
H -3.7743 1.3122 1.9254
Si 2.9967 -0.0007 -3.6426
H 1.2808 0.8675 -5.2188
H 3.1329 1.0007 2.2587
C -0.2521 -6.1283 -2.7520
H 2.8943 -2.4944 -2.8577
H -1.2480 6.4879 2.8956
H -0.1821 2.7345 2.0352
H 0.9677 4.4748 -0.5638
H -2.0560 -6.0858 -4.5398
N -2.9771 -0.5203 1.6045
H -4.2389 2.1713 5.7143
C -2.7050 -0.1857 5.7013
H 2.2728 -1.8447 -0.8629
H -3.1034 -6.4350 1.7413
C -2.3594 4.1297 0.9904
H -3.4649 -4.1141 -5.2172
C -2.5624 6.3273 1.1528
H -0.4018 -7.0466 -3.2982
H -0.6330 -2.3677 3.0468
N -2.5590 1.0764 4.9416
B -0.7684 3.4902 2.8291
H 3.7369 -3.8382 3.4279
H 5.4193 -3.0028 1.7821
H 1.6621 1.7143 1.7087
H 5.6562 1.3170 0.8186
H -1.8883 -0.2963 6.4245
C 2.0646 -3.3506 2.1881
H 4.1321 1.8888 -4.7868
C 0.7393 -6.0797 -1.8267
N -1.6145 4.5010 2.0125
H -3.8668 4.4374 -1.3524
C 3.9364 -2.3285 0.3949
Sn -0.8062 0.3332 1.0961
H 2.2340 -0.4438 -5.9011
H 5.0136 0.3268 -4.9630
C 4.4815 1.0091 -4.2785
C -1.5662 1.4298 4.1085
C 4.3518 -2.9575 1.5583
H 0.1307 5.4650 -1.7544
H 2.1277 0.0430 1.1485
H 4.6706 -1.9299 -0.2937
H -3.6417 -0.2154 6.2635
S -0.2625 0.4409 3.6063
H 1.2999 -3.8045 2.8420
C -4.0487 5.2132 -0.5286
C -0.7947 -3.7356 -2.2871
H 0.2610 4.4666 -4.7451
C 3.0422 4.5417 -3.0443
H -5.9971 0.1665 2.4662
S -2.5728 2.5454 0.3401
C 1.7098 -0.0945 -4.9951
C -2.7046 -4.0664 -4.4666
H 3.7193 4.3964 -0.3826
H -3.2765 4.1660 4.1599
H 0.9151 -0.7915 -4.7042
C 0.4482 3.4425 -4.4223
Si 2.3314 1.5689 -1.9531
H -0.5527 3.0215 -4.3130
H -3.0757 -2.6270 1.1821
H 5.2036 1.2978 -3.5532
H 2.5177 4.0571 0.9173
C -3.3747 2.1745 5.0559
I -6.2050 -3.1867 1.7220
C 0.9014 -4.9420 -1.0149
C -4.9271 -1.6052 1.7277
H 1.5810 -5.1124 -0.1736
H -4.1157 6.2104 -0.9567
H -3.4006 -5.5420 3.9704
C -1.7320 -4.8983 1.1360
C -0.9866 -3.7616 1.5247
N -3.9351 0.3101 2.0262
C 2.5904 -2.2343 0.0948
H 0.9250 2.9497 -5.2701
H -3.0568 7.2580 0.9339
C 2.4806 1.0935 1.3898
H -0.5049 3.8416 -1.2226
N -1.7239 2.6759 3.7164
C 3.4143 -3.4523 2.4847
H 1.3290 -6.9823 -1.6411
H 5.6980 1.9544 -0.8475
H 5.2107 0.2348 -0.5522
H -3.0778 -1.9987 -4.1711
C -2.4880 -2.8429 -3.8266
C -1.1694 -3.2798 2.7876
C -1.0474 -4.9979 -3.0190
C -3.5576 -1.7179 1.4072
H 3.9711 3.9529 -2.9678
H 4.3256 -1.6738 -2.2671
H 0.0279 4.0935 3.4966
P -0.0638 -2.7448 0.3629
```

Calculated values
E_tot = -138605.623 eV
energy above the lowest of the compared OMol25 structures with the same formula, charge and spin = 0.0 kcal per mole
LUMO energy = -6.4896 eV
charge = +2
orbital gap = 0.1982 hartree